1.
8
Properties=species:S:1:pos:R:3 method="wB97M-V/def2-TZVPD" max_force_ha_per_bohr=0.0954 relative_energy_kj_mol=383.2 multiplicity=1 gap_ev="8.066 / 7.719"
C -1.49291 -0.08458 -0.16247
C -0.25460 0.39311 -0.42471
N 0.80576 -0.30757 -0.68708
O -3.77700 -0.02283 1.13664
S -3.25268 0.25652 -0.26168
H -1.12698 -1.20970 -0.01982
H -0.14160 1.43729 -0.63180
H 0.74969 -1.21594 -0.19885

2.
76
Properties=species:S:1:pos:R:3 method="wB97M-V/def2-TZVPD" max_force_ha_per_bohr=0.1955 relative_energy_kj_mol=28.4 multiplicity=4 s2=3.769 gap_ev="7.932 / 5.055" total_charge=+2
Re 0.94816 1.48020 0.35992
C 2.28378 2.32941 -1.02854
C 0.95570 2.85061 -1.21968
C 1.64396 3.38239 0.94412
C 2.70286 2.64647 0.31018
C 0.57075 3.52398 -0.00625
C 3.13588 1.66764 -2.05994
H 2.53390 1.29358 -2.88847
H 3.69908 0.82999 -1.63478
H 3.87642 2.36411 -2.47652
C 4.04917 2.36837 0.90108
H 4.58464 1.62806 0.29943
H 3.96416 2.00189 1.93107
H 4.65363 3.28551 0.91920
C 1.69383 3.97960 2.31319
H 2.32114 4.88194 2.30885
H 2.12367 3.28590 3.04678
H 0.69511 4.27946 2.65012
C -0.65597 4.35040 0.19051
H -0.44438 5.40852 -0.00629
H -1.02429 4.29066 1.21799
H -1.44978 4.04472 -0.49136
C 0.18802 2.86619 -2.50009
H 0.31894 3.81542 -3.04034
H -0.88423 2.74629 -2.31463
H 0.51223 2.06133 -3.16529
C -0.71063 -4.12143 -1.17289
C -0.61842 -3.81568 -2.47999
C -1.78174 -3.88631 -3.42479
C -3.16425 -3.43371 -2.87189
C -3.17147 -2.35710 -1.82385
C -3.25204 -2.60520 -0.50497
C -2.97206 -3.94397 0.12010
C -1.89686 -4.82903 -0.57704
H -1.90294 -4.91939 -3.79887
H -3.70571 -4.32314 -2.51350
H -1.56078 -3.27757 -4.31380
H -2.39416 -5.43841 -1.34870
H 0.17670 -4.02024 -0.53108
H 0.36475 -3.65234 -2.94446
H -1.51193 -5.54163 0.17241
H -2.66499 -3.79107 1.16896
H -3.62193 -1.82975 0.18090
H -3.90168 -4.54263 0.17898
H -3.75220 -3.06336 -3.72984
H -3.24432 -1.32063 -2.18330
P 0.81930 -0.83885 -0.30812
P -1.27157 0.96255 1.43951
C -0.63794 -1.60085 0.52865
C -1.28418 -0.86404 1.69289
H -0.34688 -2.60876 0.84992
H -1.35014 -1.72105 -0.29665
H -2.32740 -1.18941 1.83116
H -0.73076 -1.06298 2.62229
C -1.46421 1.73155 3.07244
H -1.49929 2.82527 2.96508
H -0.62032 1.45741 3.72090
H -2.40846 1.36904 3.50466
C -2.73691 1.41967 0.48201
H -3.61354 0.86831 0.84708
H -2.57773 1.19848 -0.58171
H -2.90839 2.49803 0.59763
C 2.23081 -1.89608 0.00738
H 3.09691 -1.51742 -0.54645
H 1.99173 -2.91313 -0.32079
H 2.45330 -1.87897 1.08018
C 0.46050 -0.83907 -2.07472
H -0.22231 -0.03011 -2.35573
H -0.00982 -1.78688 -2.33811
H 1.39550 -0.73894 -2.63520
B 2.92858 0.79479 4.41788
C 2.07179 0.50828 3.18757
N 1.40200 0.30571 2.23605
H 3.25335 1.97072 4.42300
H 3.92074 0.08377 4.37297
H 2.27562 0.54287 5.41558

3.
158
Properties=species:S:1:pos:R:3 method="wB97M-V/def2-TZVPD" max_force_ha_per_bohr=0.0494 multiplicity=1 gap_ev=6.521 total_charge=-1
C -0.51120 -1.87469 -3.48515
C -0.71707 -2.30535 -2.37912
C -1.28368 -2.95563 -1.20417
C -1.88343 -1.93098 -0.18728
C -3.15740 -1.29152 -0.80259
P -3.51935 0.58577 -0.44863
C -1.93127 1.02854 -1.37501
C -1.91336 2.22481 -2.31520
C -0.43272 2.52614 -2.64515
C -0.27578 3.53627 -3.76259
O -0.49011 4.90931 -3.31781
C 0.63439 5.62309 -3.45957
O 0.80917 6.41455 -4.33740
C -4.13092 2.40619 -0.05630
C -3.31933 3.24909 0.89064
O -3.88711 3.74953 1.84747
C -1.86144 3.60816 0.76190
C -1.52397 4.72583 0.08232
C -0.22572 5.09500 -0.05783
C 0.81738 4.38852 0.46268
C 0.47020 3.26313 1.20113
C -0.83740 2.91190 1.32635
B -4.67788 0.69223 -2.06603
O -5.97426 1.18956 -1.97938
O -4.28367 0.25727 -3.33131
O -5.03832 0.00155 0.33640
C -4.99108 -0.15915 1.69397
S -5.78594 -1.80595 2.01097
C -4.85249 -2.64620 3.31347
C -4.53799 -4.06788 2.90650
O -5.06090 -4.61309 1.98209
O -3.55635 -4.69546 3.63119
C -2.30045 -4.33855 3.08776
C -1.27130 -4.42530 4.21646
C -0.63175 -5.81355 4.33619
O -0.33072 -3.34341 4.19536
C 0.22402 -3.12038 3.00574
O 0.49209 -3.96063 2.19324
C 0.52228 -1.65762 2.75802
S 2.32034 -1.48739 2.55617
C -3.50368 0.03816 2.15848
P -3.17825 0.63761 3.83901
O -3.79225 2.07354 4.14192
O -4.01628 -0.40369 4.76078
S -1.32651 0.51056 4.37972
O -2.75474 0.61904 1.15678
H -0.44755 -1.40316 -4.42522
H -2.09390 -3.63912 -1.44798
H -0.51627 -3.56578 -0.73097
H -2.19121 -2.54021 0.66114
H -1.09782 -1.22993 0.08018
H -3.99929 -1.86505 -0.42889
H -3.10463 -1.50931 -1.86979
H -1.71415 0.16315 -1.99300
H -1.09357 1.08284 -0.68117
H -2.31113 3.15977 -1.93213
H -2.36720 2.03364 -3.28540
H 0.04986 2.84248 -1.72448
H 0.05186 1.60402 -2.97066
H 0.74007 3.47646 -4.15109
H -1.01868 3.34331 -4.52806
H 1.42742 5.44260 -2.71886
H -5.11199 2.30789 0.38754
H -4.28728 3.00769 -0.95474
H -2.26869 5.35761 -0.37556
H 0.02249 5.98194 -0.62028
H 1.84473 4.67722 0.32978
H 1.20386 2.63231 1.67309
H -1.06060 2.02715 1.89567
H -6.50561 0.74910 -2.64806
H -4.71839 0.79829 -3.99582
H -5.71377 0.56383 2.09420
H -5.41582 -2.72095 4.23815
H -3.88747 -2.20827 3.54140
H -2.32754 -3.34027 2.65108
H -1.98717 -5.02410 2.30441
H -1.83112 -4.29780 5.13557
H -0.54165 -6.31750 3.38215
H -1.10581 -6.40918 5.10609
H 0.38514 -5.63578 4.68149
H 0.20814 -1.04497 3.59493
H 0.01634 -1.28702 1.87661
H 2.49379 -0.37981 1.82851
H -3.14570 -1.00171 2.23589
H -4.63965 2.21566 3.69801
H -4.02278 -0.00125 5.63642
C 3.92891 7.81749 1.47323
C 3.21680 7.68980 2.81490
C 3.81510 6.59526 3.70602
C 3.71414 5.29100 3.05105
N 3.61155 4.27350 2.53305
H 3.84116 6.90237 0.88633
H 3.49076 8.62391 0.88547
H 4.99004 8.03660 1.61040
H 2.15998 7.48172 2.64025
H 3.27289 8.64359 3.34308
H 3.28340 6.54978 4.65636
H 4.86541 6.80268 3.91615
C 5.99158 -3.60340 -2.32536
C 5.88407 -3.20423 -3.78580
C 5.42308 -1.75429 -3.99245
C 4.08254 -1.52458 -3.42717
N 3.03702 -1.33838 -2.98161
H 5.02940 -3.55336 -1.83401
H 6.35005 -4.62968 -2.23661
H 6.68465 -2.95490 -1.78887
H 5.19026 -3.88207 -4.28915
H 6.85948 -3.32921 -4.26097
H 5.38618 -1.53338 -5.06035
H 6.12432 -1.06133 -3.52603
C 0.64451 1.47355 5.87869
C 2.06937 1.36908 6.40019
C 3.05469 2.24295 5.61953
C 3.09553 1.84442 4.21301
N 3.12887 1.51970 3.11401
H 0.56787 1.12448 4.84821
H -0.02516 0.86051 6.47835
H 0.28378 2.50307 5.91695
H 2.39134 0.32644 6.35646
H 2.09000 1.66748 7.45077
H 4.05759 2.14518 6.03673
H 2.76551 3.29350 5.67666
C 6.23248 -5.10477 -8.30912
C 5.23211 -4.03430 -7.88723
C 5.70990 -2.61201 -8.20126
C 6.95860 -2.31999 -7.49359
N 7.93011 -2.09198 -6.92685
H 7.17611 -5.00499 -7.77058
H 5.83937 -6.09845 -8.09458
H 6.44082 -5.04724 -9.37946
H 5.03942 -4.12809 -6.81686
H 4.28492 -4.20655 -8.39965
H 4.95684 -1.88662 -7.89748
H 5.87819 -2.49205 -9.27192
C -9.14439 -4.08034 5.99023
C -8.45296 -5.41700 6.23464
C -7.26484 -5.30683 7.19755
C -6.25050 -4.40157 6.65790
N -5.45619 -3.70036 6.21966
H -8.47201 -3.36233 5.51935
H -9.99773 -4.20979 5.32520
H -9.50660 -3.64876 6.92576
H -8.11401 -5.82361 5.28044
H -9.17490 -6.12492 6.64650
H -6.81091 -6.28570 7.35191
H -7.59145 -4.92936 8.16754
C 4.47071 2.11019 -6.10432
C 5.68524 1.99014 -7.01997
C 5.31671 2.01343 -8.50976
C 4.43301 0.89351 -8.83559
N 3.75167 0.00444 -9.08236
H 3.78684 1.26980 -6.23218
H 4.78097 2.11879 -5.05991
H 3.92013 3.03211 -6.30070
H 6.21761 1.06467 -6.78940
H 6.37157 2.81333 -6.81550
H 6.21495 1.93815 -9.12282
H 4.81047 2.94508 -8.76546

4.
38
Properties=species:S:1:pos:R:3 method="wB97M-V/def2-TZVPD" max_force_ha_per_bohr=0.0270 relative_energy_kj_mol=319.0 multiplicity=1 gap_ev=8.845
C -4.68866 -2.64434 0.73106
H -5.19153 -1.98413 1.44516
O -4.48722 -2.01015 -0.50727
C -3.74458 -0.86583 -0.53870
C -3.62255 -0.24841 -1.78710
C -2.89266 0.90693 -1.93048
C -2.25753 1.48877 -0.83050
C -2.37533 0.87868 0.41050
C -3.11606 -0.29076 0.55493
H -3.18938 -0.72977 1.53775
H -1.91810 1.30412 1.29121
O -1.56297 2.64017 -1.07939
C -0.75737 3.16088 -0.05433
C 0.32036 2.18133 0.42635
O 0.66587 2.07277 1.57426
O 0.77991 1.48335 -0.60003
N 1.86549 0.60263 -0.34746
C 1.58337 -0.51385 0.19706
N 0.35995 -0.97289 0.53203
H 0.25576 -1.85774 0.99278
H -0.47153 -0.42651 0.36374
C 2.74249 -1.43668 0.48575
C 4.05060 -0.83312 0.10242
C 4.88496 -0.08108 0.86725
C 6.03242 0.35591 0.16756
C 6.05060 -0.07093 -1.11897
S 4.66508 -1.01154 -1.50472
H 6.79226 0.10619 -1.87215
H 6.80599 0.95942 0.60745
H 4.68770 0.15772 1.89682
H 2.73998 -1.65562 1.55746
H 2.58096 -2.37040 -0.06012
H -1.34544 3.48357 0.81490
H -0.25874 4.03149 -0.48990
H -2.79599 1.38807 -2.88989
H -4.11525 -0.70136 -2.63212
H -3.74555 -2.99565 1.16371
H -5.32732 -3.50120 0.52300

5.
71
Properties=species:S:1:pos:R:3 method="wB97M-V/def2-TZVPD" max_force_ha_per_bohr=0.0822 relative_energy_kj_mol=0.0 multiplicity=5 s2=6.022 gap_ev="3.015 / 4.390" total_charge=-2
Pd 0.53378 -1.01506 1.00716
Cl -0.89778 0.83540 0.40533
C 1.63253 -1.93584 -0.48962
C 1.56169 -1.51804 -1.81044
C 2.34447 -2.19055 -2.76872
C 3.13299 -3.28482 -2.39634
C 3.18731 -3.67541 -1.05219
C 2.45452 -2.96874 -0.07975
H 0.91561 -0.69519 -2.07694
H 2.32484 -1.84019 -3.80249
H 3.80389 -4.52446 -0.75586
H 2.49350 -3.19618 0.98432
C 3.89980 -4.04339 -3.44539
H 4.76170 -4.55331 -3.00560
H 4.25472 -3.36728 -4.23105
H 3.27525 -4.80689 -3.92956
C -2.00568 2.95272 -3.62455
N -0.79300 2.33947 -3.30855
H -4.00792 2.05239 -3.74225
N -2.27021 0.78862 -3.33652
H -2.13017 4.02224 -3.70752
C 0.36239 3.03278 -2.68741
C 1.05502 3.91808 -3.70700
C -0.18434 3.87831 -1.54149
H 0.39577 4.70642 -4.07623
H 1.91863 4.38881 -3.22431
H 1.43017 3.32686 -4.54635
H 2.18200 2.41905 -1.71939
H 1.64628 1.32527 -3.01229
H -0.66421 3.23361 -0.79310
C 1.30773 1.95999 -2.19001
H -0.89488 4.62795 -1.91068
H 0.64884 4.39679 -1.05433
H 0.81577 1.35052 -1.41952
C -2.94240 1.97668 -3.64081
C -3.78389 0.02934 -1.60679
H -4.53971 0.75257 -1.94409
H -4.29796 -0.83866 -1.18195
C -2.91215 -0.42554 -2.77307
H -2.19574 -2.27679 -1.93368
C -3.76554 -1.10415 -3.82883
H -3.15729 -1.41850 -4.68116
H -3.15808 0.47461 -0.81917
H -1.23397 -0.87300 -1.50087
H -4.57345 -0.45458 -4.17288
H -4.21050 -2.00492 -3.39317
C -1.79190 -1.33756 -2.32309
H -1.10360 -1.55608 -3.14160
C -0.95699 1.01336 -3.33485
C 3.16547 -0.32125 3.23088
C 1.72479 -0.44035 3.69777
C 0.98009 0.87803 3.53250
C 1.16837 -1.45358 2.72121
C 1.50062 -1.11918 5.05075
C 0.17102 -1.28478 5.44516
C -0.17594 -2.37739 6.23503
C 0.82378 -3.21157 6.74968
C 2.16888 -2.89024 6.54546
C 2.51964 -1.83020 5.69549
H 3.17949 0.06969 2.20218
H 3.65625 -1.30682 3.21250
H 3.73332 0.36617 3.87905
H 1.06977 1.22558 2.49909
H -0.08600 0.74691 3.72265
H 1.40775 1.61597 4.23002
H 1.31144 -2.51367 2.98928
H -0.60841 -0.64851 5.01999
H -1.23520 -2.61086 6.40039
H 0.55674 -4.07836 7.35604
H 2.95887 -3.50294 6.98176
H 3.56698 -1.61319 5.48196